{"formula": "C27H41IrO3Se2", "method": "ωB97M-V/def2-TZVPD", "elements": ["Ir", "Se", "Se", "O", "O", "O", "C", "C", "C", "C", "C", "C", "C", "C", "C", "C", "C", "C", "C", "C", "C", "C", "C", "C", "C", "C", "C", "C", "C", "C", "C", "C", "C", "H", "H", "H", "H", "H", "H", "H", "H", "H", "H", "H", "H", "H", "H", "H", "H", "H", "H", "H", "H", "H", "H", "H", "H", "H", "H", "H", "H", "H", "H", "H", "H", "H", "H", "H", "H", "H", "H", "H", "H", "H"], "xyz": [[1.67450, -0.40731, 0.26393], [0.31308, 3.02143, -1.88698], [3.12805, 0.95754, -1.35707], [-0.41141, 0.23808, 0.15744], [1.44925, -2.31384, -0.84240], [-0.84894, 1.87667, -1.36972], [2.46387, 1.07648, 2.01166], [4.63252, -0.07777, -2.02118], [0.52465, -0.54112, 3.22828], [1.51031, -4.63109, -0.45003], [1.22468, 1.64292, 2.45755], [-2.63256, 0.79880, -0.18055], [2.01643, 0.95389, -3.00249], [2.44649, -2.86327, -1.75369], [-0.84908, 4.00323, -3.05076], [4.14688, -0.84852, 2.05318], [2.75204, -0.29681, 2.19781], [-3.42858, 1.86944, 0.30244], [2.19196, -4.36529, -1.79879], [1.40691, 2.29825, -3.32045], [-6.75575, 0.10714, 0.77317], [-4.75477, 1.61776, 0.60134], [-0.44382, -1.37778, 3.98858], [0.99746, 3.11500, 2.34044], [-5.33029, 0.36028, 0.43134], [-1.18047, 0.97252, -0.47168], [0.64022, -3.40162, -0.30918], [-2.41382, -1.64067, -0.93993], [0.29507, 0.83153, 3.06174], [1.72622, -1.10205, 2.74658], [-2.92073, 3.25717, 0.53971], [-3.20010, -0.48893, -0.37487], [-4.52961, -0.67262, -0.07052], [0.74602, 2.24735, -4.18659], [-2.31648, -1.52074, -2.02309], [2.25159, -4.68268, 0.34919], [-7.19441, 0.90919, 1.36053], [0.34940, -3.15620, 0.71219], [1.51115, 3.62508, 3.16029], [5.32610, 0.61020, -2.50021], [1.52401, -4.62217, -2.62024], [-0.62002, 1.26621, 3.44513], [-3.12116, 3.85783, -0.34417], [5.12597, -0.55450, -1.17783], [2.18561, 3.04213, -3.51779], [-0.32810, -1.15657, 5.05421], [-6.86988, -0.84605, 1.29057], [4.83172, -0.11275, 1.63355], [2.68742, 0.64432, -3.80276], [-0.05991, 3.36129, 2.41870], [-2.92907, -2.58080, -0.75945], [3.43632, -2.64543, -1.34662], [-1.84773, 3.28750, 0.74983], [-4.97314, -1.64770, -0.23191], [-0.23849, 4.62382, -3.71052], [0.92306, -5.54599, -0.44617], [-5.36855, 2.42663, 0.97920], [-3.45351, 3.72506, 1.36457], [-1.47503, -1.14341, 3.72517], [-1.41612, -1.68920, -0.51566], [-7.34430, 0.00256, -0.14434], [4.17063, -1.76167, 1.45400], [-0.26307, -2.44220, 3.85437], [4.29445, -0.82323, -2.73565], [2.33258, -2.37730, -2.72341], [1.22965, 0.21229, -2.88365], [-0.25832, -3.49054, -0.92271], [3.25292, 1.74292, 1.68168], [4.51943, -1.12345, 3.04204], [3.11866, -4.92055, -1.92058], [1.40633, 3.51675, 1.41167], [-1.43503, 3.28487, -3.62269], [-1.48285, 4.63613, -2.44699], [1.93156, -2.14849, 2.94125]], "forces_ev_per_angstrom": [[2.2432, 0.0515, 0.6155], [1.6738, 2.0549, 0.3861], [-1.1309, -0.6256, 0.3009], [0.2642, 1.1045, -1.1416], [-0.1799, 0.9030, 0.0811], [-1.1843, -0.1896, -1.6677], [-0.4891, -0.4395, -1.2213], [0.1574, -0.1708, -0.1588], [0.0558, -0.0321, -0.0649], [0.1419, 0.1763, -0.1175], [-0.2257, 0.0100, 0.3206], [-0.3066, 0.5722, -0.4858], [0.1068, -0.2416, 0.1473], [0.3524, -0.1232, -0.1803], [-0.2784, 0.0270, -0.1071], [-0.0002, -0.0271, -0.0731], [0.1376, 0.1116, 0.6715], [0.2854, -0.5767, -0.2745], [-0.1394, 0.0676, 0.1207], [-0.0525, -0.6957, -0.3378], [-0.3410, -0.2152, -0.2514], [-0.1944, -0.2625, -0.0054], [-0.0314, -0.0949, -0.1016], [0.0440, -0.0162, -0.0060], [0.3599, 0.0286, -0.0570], [-1.0486, -2.3189, 3.0962], [-0.3387, -0.4557, 0.1588], [-0.0162, 0.2010, -0.1911], [-0.0509, 0.2335, 0.0796], [-0.2158, -0.1849, -0.5772], [0.2692, 0.0011, -0.1880], [0.4017, 0.2437, 0.1800], [-0.2537, 0.1971, 0.0876], [0.0964, -0.1354, -0.0706], [0.0237, -0.0923, -0.0220], [-0.0444, -0.0187, 0.0410], [0.0219, -0.0284, 0.0598], [0.1039, 0.1115, -0.0062], [0.0250, 0.0204, -0.0272], [-0.0726, 0.0914, 0.0355], [0.0107, 0.0083, -0.0126], [-0.0256, -0.0366, -0.0151], [0.0414, 0.2500, -0.1253], [-0.0685, 0.0303, 0.0609], [-0.2442, 0.3087, 0.3105], [-0.0019, 0.0204, 0.0025], [0.0251, 0.0946, 0.1409], [-0.0095, -0.0126, -0.0400], [-0.1087, 0.0743, -0.1181], [0.0108, 0.0106, 0.0033], [0.0117, -0.0128, 0.0068], [-0.0657, 0.0572, 0.0558], [-0.0262, 0.0668, 0.0658], [0.0063, -0.0209, 0.0397], [0.1579, -0.1131, 0.1019], [0.0109, -0.0122, 0.0099], [0.0297, -0.0050, 0.0778], [0.0998, 0.0056, 0.0409], [0.0024, 0.0277, -0.0054], [-0.0547, -0.1161, 0.0274], [0.0362, 0.1045, 0.0207], [0.0003, 0.0097, -0.0184], [-0.0122, -0.0019, -0.0045], [-0.0534, -0.0192, 0.0764], [-0.0465, 0.0250, 0.0239], [0.1507, -0.1848, 0.0222], [0.0548, 0.0673, 0.0102], [-0.0025, -0.0058, -0.0016], [0.0170, 0.0562, 0.0088], [-0.0022, -0.0063, -0.0259], [0.0204, 0.0129, 0.0011], [0.0217, -0.0421, 0.0024], [-0.1574, 0.0947, 0.2019], [0.0018, 0.0027, 0.0075]], "mulliken_charge": [2.597, 0.856, 0.143, -0.852, -0.511, -0.478, -0.673, -1.153, 1.068, -0.693, 0.721, 0.445, -0.958, -0.227, -1.227, -1.145, 0.111, 1.185, -0.694, -0.956, -1.551, -0.752, -1.811, -1.750, 0.405, -0.146, -0.343, -1.090, -0.287, -1.084, -1.566, 0.793, -0.904, 0.536, 0.433, 0.287, 0.394, 0.287, 0.443, 0.415, 0.291, 0.529, 0.286, 0.381, 0.496, 0.439, 0.400, 0.366, 0.727, 0.330, 0.496, 0.248, -0.067, 0.481, 0.489, 0.405, 0.463, 0.498, 0.402, -0.340, 0.331, 0.267, 0.436, 0.387, 0.209, 0.344, 0.257, 0.674, 0.388, 0.404, 0.355, 0.439, 0.379, 0.542], "total_energy_ha": -6185.2540, "homo_lumo_gap_ev": [6.01, 6.41], "spin_multiplicity": 2, "total_charge": 3, "relative_energy_kj_mol": 273.44}